(1)
{
  "formula": "C43H36N5O2RuSTe",
  "method": "ωB97M-V with the def2-TZVPD basis set",
  "s_squared": 0.76,
  "multiplicity": 2,
  "de_lowest_kj_mol": 130.12,
  "total_charge": 0,
  "elements": ["Ru", "O", "C", "N", "C", "C", "C", "C", "C", "C", "N", "C", "O", "C", "C", "C", "C", "C", "N", "C", "C", "C", "C", "C", "N", "H", "H", "H", "H", "H", "H", "H", "H", "H", "H", "H", "H", "C", "C", "C", "C", "C", "C", "C", "C", "S", "C", "N", "C", "C", "C", "C", "C", "C", "C", "C", "H", "H", "H", "H", "H", "H", "H", "H", "H", "H", "H", "H", "H", "H", "H", "H", "C", "Te", "C", "C", "C", "C", "C", "C", "C", "H", "H", "H", "H", "H", "H", "H", "H"],
  "coordinates": [[-0.13358, 0.40645, 0.09472], [1.19361, 0.33302, -3.88501], [0.96250, 0.36350, -2.67650], [-0.11955, 0.66862, -1.99434], [-1.18613, 1.46213, -2.49222], [-1.31682, 1.92188, -3.79752], [-2.37521, 2.76023, -4.13668], [-3.30516, 3.12770, -3.18113], [-3.18080, 2.67475, -1.87001], [-2.11927, 1.84834, -1.51746], [-1.93076, 1.29292, -0.20413], [-2.88363, 1.34801, 0.74613], [-3.69774, 2.23620, 0.96142], [-2.99027, 0.05145, 1.55586], [-3.90605, -0.06828, 2.58025], [-4.02923, -1.30211, 3.20569], [-3.24906, -2.35707, 2.76716], [-2.35776, -2.13375, 1.72771], [-2.23147, -0.94749, 1.13854], [2.15149, 0.08379, -1.72127], [3.36702, -0.31765, -2.23626], [4.42418, -0.53745, -1.36427], [4.24194, -0.32779, -0.00962], [3.00039, 0.09907, 0.42896], [1.98583, 0.30045, -0.41135], [-0.59292, 1.61231, -4.53710], [-2.46698, 3.12146, -5.15444], [-4.13637, 3.77094, -3.44617], [-3.89445, 2.96953, -1.11551], [-4.49653, 0.79467, 2.85770], [-4.73162, -1.43828, 4.01874], [-3.32335, -3.33949, 3.21509], [-1.72290, -2.93163, 1.35458], [3.43858, -0.45639, -3.30773], [5.38342, -0.87372, -1.73972], [5.03728, -0.48687, 0.70579], [2.78993, 0.28124, 1.47619], [1.23529, -5.59287, -4.28090], [0.68052, -4.27798, -3.73617], [1.28064, -3.12390, -4.55010], [-0.84503, -4.28300, -3.90861], [1.00938, -4.09211, -2.25286], [1.66333, -5.08445, -1.50356], [1.92096, -4.93832, -0.15172], [1.50854, -3.76704, 0.47409], [1.63227, -3.28852, 2.13717], [0.79580, -1.81737, 1.77554], [0.46397, -1.67395, 0.52262], [0.86175, -2.77081, -0.25074], [0.61208, -2.92651, -1.60785], [0.53869, -0.76045, 2.74905], [0.68629, -0.94709, 4.12335], [0.37245, 0.09330, 4.97748], [-0.09209, 1.29181, 4.43039], [-0.23577, 1.44858, 3.05889], [0.08502, 0.42642, 2.15150], [1.02414, -5.65412, -5.34984], [0.77554, -6.46241, -3.80386], [2.31843, -5.66203, -4.15213], [1.10129, -3.28988, -5.61541], [2.36211, -3.06399, -4.39653], [0.85355, -2.15599, -4.29407], [-1.10502, -4.41085, -4.96291], [-1.28797, -3.34503, -3.56686], [-1.29964, -5.10025, -3.34232], [1.97513, -6.00181, -1.98524], [2.41810, -5.72629, 0.40083], [0.07515, -2.14267, -2.13200], [1.02175, -1.89728, 4.52968], [0.46502, -0.02834, 6.04911], [-0.35521, 2.11380, 5.08884], [-0.62168, 2.38961, 2.68909], [-0.91004, 4.31769, 0.73377], [0.60474, 3.21244, -0.22519], [1.82467, 3.64260, 1.45662], [0.96904, 4.45762, 2.40245], [1.47708, 4.88473, 3.62944], [0.67894, 5.58490, 4.51705], [-0.64602, 5.86104, 4.18819], [-1.15389, 5.44616, 2.96983], [-0.34916, 4.75260, 2.06549], [-1.79875, 3.69150, 0.82116], [-1.15353, 5.16492, 0.09583], [2.71318, 4.18083, 1.13275], [2.12926, 2.69949, 1.91235], [2.50405, 4.65276, 3.89084], [1.08392, 5.91141, 5.46647], [-1.28012, 6.39860, 4.88185], [-2.18670, 5.65178, 2.71106]],
  "lowdin_spin": [0.80, 0.00, 0.00, 0.00, 0.00, 0.00, 0.00, 0.00, 0.00, 0.00, 0.04, 0.02, 0.02, 0.00, 0.00, 0.00, 0.00, 0.00, 0.06, 0.00, 0.00, 0.00, 0.00, 0.00, 0.01, 0.00, 0.00, 0.00, 0.00, 0.00, 0.00, 0.00, 0.00, 0.00, 0.00, 0.00, 0.00, 0.00, 0.00, 0.00, 0.00, 0.00, 0.00, 0.00, 0.00, 0.01, 0.01, 0.01, 0.00, 0.00, 0.00, 0.00, 0.00, 0.00, 0.00, -0.01, 0.00, 0.00, 0.00, 0.00, 0.00, 0.00, 0.00, 0.00, 0.00, 0.00, 0.00, 0.00, 0.00, 0.00, 0.00, 0.00, 0.00, 0.01, 0.00, 0.00, 0.00, 0.00, 0.00, 0.00, 0.00, 0.00, 0.00, 0.00, 0.00, 0.00, 0.00, 0.00, 0.00]
}

(2)
{
  "formula": "C43H36N9O6RbS5",
  "method": "ωB97M-V with the def2-TZVPD basis set",
  "de_lowest_kj_mol": 133.51,
  "total_charge": -2,
  "elements": ["Rb", "C", "C", "C", "C", "C", "C", "N", "N", "C", "C", "C", "C", "C", "N", "H", "H", "H", "H", "H", "H", "H", "H", "H", "C", "O", "C", "C", "C", "C", "C", "C", "C", "N", "C", "C", "N", "C", "C", "C", "C", "N", "C", "C", "N", "C", "C", "C", "C", "H", "H", "H", "H", "H", "H", "H", "H", "H", "H", "H", "H", "H", "H", "O", "C", "O", "C", "C", "N", "N", "C", "C", "O", "O", "H", "H", "H", "C", "S", "C", "C", "S", "S", "C", "S", "S", "H", "H", "H", "C", "C", "C", "O", "H", "H", "H", "H", "H", "H", "H"],
  "coordinates": [[0.62710, -0.13537, 0.10220], [-5.85182, 0.56072, 1.21632], [-5.60394, -0.81856, 1.23350], [-4.44998, -1.36985, 0.72837], [-3.42694, -0.54056, 0.13306], [-3.73172, 0.87008, 0.08442], [-4.90560, 1.38305, 0.58387], [-2.27910, -0.96607, -0.36807], [-2.16677, -2.35506, -0.33095], [-1.20779, -2.86002, -1.07738], [-1.15630, -4.30023, -1.22668], [-0.36121, -4.86738, -2.17096], [0.46743, -4.05330, -2.98476], [0.47478, -2.70760, -2.67842], [-0.25457, -2.11163, -1.73876], [-6.79215, 0.96725, 1.57400], [-6.34757, -1.48173, 1.67196], [-4.29111, -2.43690, 0.73496], [-3.01103, 1.51473, -0.40999], [-5.09258, 2.45134, 0.50298], [-1.82048, -4.89081, -0.60771], [-0.36780, -5.94537, -2.30482], [1.09634, -4.45655, -3.76730], [1.15680, -2.04496, -3.21843], [-10.31679, 8.03065, 5.37579], [-10.14456, 6.64401, 5.56273], [-8.97452, 6.09467, 5.11206], [-7.97061, 6.80850, 4.46736], [-6.82218, 6.15175, 4.04861], [-6.64997, 4.78938, 4.25926], [-7.67017, 4.08853, 4.90456], [-8.81791, 4.72879, 5.32731], [-5.41893, 4.14419, 3.79347], [-4.47012, 4.74874, 3.11732], [-3.52979, 3.77367, 2.87371], [-3.91467, 2.57973, 3.42295], [-5.12539, 2.82721, 4.01366], [-3.18715, 1.35607, 3.28338], [-3.59647, 0.13009, 3.79181], [-2.85966, -0.99672, 3.47668], [-1.69239, -0.83866, 2.73262], [-1.26369, 0.32551, 2.27211], [-2.02185, 1.41215, 2.48749], [-1.60489, 2.67198, 1.85441], [-0.52458, 2.66167, 1.05031], [-0.17246, 3.78281, 0.45130], [-0.84474, 4.99589, 0.59723], [-1.95156, 5.02598, 1.41696], [-2.34861, 3.85627, 2.05976], [-11.28018, 8.27977, 5.81378], [-10.32480, 8.29409, 4.31412], [-9.53251, 8.60310, 5.87954], [-8.06690, 7.86825, 4.28206], [-6.03494, 6.69432, 3.54318], [-7.58292, 3.02282, 5.07627], [-9.61061, 4.18492, 5.82318], [-5.72910, 2.12704, 4.40400], [-4.50683, 0.05149, 4.37459], [-3.16078, -1.98187, 3.80382], [-1.09298, -1.70742, 2.48068], [0.70399, 3.71940, -0.18831], [-0.50025, 5.87806, 0.07393], [-2.52989, 5.92894, 1.56684], [5.56768, -1.08044, 4.77662], [4.48661, -0.77857, 5.45772], [4.48287, -0.68749, 6.67242], [3.24354, -0.54183, 4.67797], [2.04618, -0.18849, 5.26072], [1.15823, -0.05268, 4.26269], [1.68754, -0.29543, 3.06065], [2.95434, -0.59596, 3.28557], [3.82511, -0.94695, 2.10011], [5.04212, -1.18832, 2.34883], [3.26940, -0.97160, 0.99445], [5.37341, -1.11158, 3.75022], [1.79750, -0.03473, 6.29619], [0.18562, 0.20970, 4.30028], [3.91668, -2.46763, -1.63229], [3.61331, -0.70024, -1.87543], [3.27820, -0.59509, -3.58370], [2.67940, 0.48430, -4.14821], [2.18613, 1.90787, -3.27513], [2.46479, 0.42975, -5.88493], [3.20254, -1.08870, -6.17016], [3.35167, -1.80748, -7.64473], [3.71129, -1.85982, -4.70058], [4.46896, -2.51714, -0.69827], [4.50611, -2.89226, -2.44275], [2.96893, -2.99399, -1.53244], [-0.91102, 1.17541, -4.33457], [-0.49419, 1.99977, -3.13400], [-0.44063, 3.48905, -3.41464], [0.74567, 1.47648, -2.59325], [-1.91148, 1.46063, -4.66321], [-0.91675, 0.11764, -4.07026], [-0.21881, 1.33546, -5.16541], [-1.18535, 1.81473, -2.30702], [0.23218, 3.71637, -4.24301], [-0.11899, 4.04311, -2.53174], [-1.44173, 3.82993, -3.68156]],
  "lowdin_charge": [0.76, -0.18, -0.17, -0.08, -0.36, -0.07, -0.16, -0.06, -0.01, -0.43, -0.07, -0.15, -0.15, -0.25, -0.02, 0.06, 0.08, 0.07, 0.09, 0.09, 0.08, 0.08, 0.07, 0.07, -0.10, -0.09, -0.29, -0.02, -0.02, -0.15, -0.02, -0.01, -0.28, 0.19, -0.18, -0.15, 0.19, -0.10, -0.03, -0.05, -0.17, 0.04, -0.17, -0.14, 0.10, -0.15, -0.07, -0.02, -0.09, 0.09, 0.09, 0.09, 0.10, 0.11, 0.11, 0.12, 0.14, 0.10, 0.10, 0.11, 0.10, 0.09, 0.11, 0.09, -0.53, 0.04, -0.07, -0.02, 0.01, 0.08, -0.14, -0.59, 0.00, -0.13, 0.04, 0.13, 0.13, -0.35, 0.89, -0.95, -0.95, 0.94, 0.91, -1.50, 0.49, 0.94, 0.03, 0.01, 0.04, -0.04, -0.48, -0.07, -0.54, 0.09, 0.09, 0.05, 0.14, 0.06, 0.06, 0.09]
}

(3)
{
  "formula": "C43H37BrCuN6O3Te",
  "method": "ωB97M-V with the def2-TZVPD basis set",
  "s_squared": 0.75,
  "multiplicity": 2,
  "de_lowest_kj_mol": 181.35,
  "total_charge": -2,
  "elements": ["Cu", "O", "C", "C", "C", "C", "C", "C", "C", "O", "N", "N", "C", "C", "Br", "C", "C", "C", "C", "C", "C", "C", "H", "H", "H", "H", "H", "H", "H", "H", "H", "H", "H", "H", "H", "H", "C", "C", "C", "C", "C", "C", "Te", "N", "C", "O", "C", "C", "C", "C", "C", "C", "C", "C", "C", "C", "C", "C", "C", "C", "C", "C", "H", "H", "H", "H", "H", "H", "H", "H", "H", "H", "H", "H", "H", "H", "H", "H", "H", "H", "H", "H", "H", "H", "H", "N", "C", "C", "C", "N", "C", "N"],
  "coordinates": [[-0.32900, 0.09252, -0.16401], [4.35530, -1.14889, -2.30437], [3.81830, -0.41205, -3.33755], [4.53001, -0.16990, -4.50726], [3.93612, 0.54972, -5.53630], [2.63668, 1.02021, -5.39184], [1.94762, 0.78136, -4.20795], [2.52610, 0.06763, -3.17127], [1.77530, -0.06974, -1.84262], [0.75697, 0.76774, -1.71791], [1.31381, -1.53209, -1.75587], [0.27563, -1.73746, -0.93669], [0.19771, -2.87461, -0.35645], [-0.91065, -3.32469, 0.47006], [-2.42219, -2.17733, 0.60632], [-1.00085, -4.49895, 1.09458], [-0.00474, -5.57864, 1.22106], [-0.47967, -6.86999, 1.47601], [0.37679, -7.95377, 1.58379], [1.74887, -7.77432, 1.46167], [2.24242, -6.49430, 1.26013], [1.38130, -5.41117, 1.14709], [5.29087, -1.29239, -2.47207], [5.54726, -0.53962, -4.60779], [4.49481, 0.74452, -6.44464], [2.17146, 1.58648, -6.19024], [0.95379, 1.17503, -4.02227], [2.53784, 0.01720, -1.03889], [2.08434, -2.17787, -1.60670], [0.99725, -3.58972, -0.52154], [-1.96173, -4.71364, 1.54581], [-1.54989, -7.01423, 1.57842], [-0.02545, -8.94264, 1.76952], [2.42272, -8.61791, 1.54467], [3.31179, -6.32994, 1.20851], [1.79877, -4.41872, 1.05722], [2.51669, 8.29884, 5.50519], [1.91518, 7.22875, 4.62536], [2.68955, 6.19962, 4.10809], [2.14265, 5.19245, 3.30991], [3.08895, 4.12865, 2.79936], [0.76679, 5.18582, 2.99225], [-0.20636, 3.36286, 1.96030], [-1.07105, 1.71831, 0.53418], [-2.16598, 1.57489, -0.15080], [-2.30899, 0.54680, -0.92847], [-3.29628, 2.57029, -0.09355], [-3.91535, 2.97043, -1.27495], [-4.94289, 3.90586, -1.25381], [-5.37417, 4.44003, -0.04383], [-4.77359, 4.02934, 1.14086], [-3.73876, 3.10085, 1.11551], [0.84795, 3.93179, 0.20447], [1.98854, 3.20662, -0.12802], [2.73156, 3.50251, -1.26425], [2.32506, 4.53213, -2.09539], [1.17446, 5.24861, -1.78582], [0.42089, 4.96427, -0.64761], [-0.82346, 5.76676, -0.37038], [-0.01183, 6.23884, 3.52126], [-1.50871, 6.36442, 3.28538], [0.56525, 7.23327, 4.31590], [3.55723, 8.06757, 5.74010], [1.96902, 8.38896, 6.44723], [2.49217, 9.27818, 5.01752], [3.75177, 6.16748, 4.34350], [3.96349, 4.04030, 3.44850], [3.43504, 4.37151, 1.79011], [2.59837, 3.15656, 2.74656], [-3.57269, 2.53565, -2.20632], [-5.41255, 4.22047, -2.18005], [-6.17728, 5.16964, -0.02402], [-5.10915, 4.43878, 2.08799], [-3.26385, 2.77710, 2.03145], [2.29467, 2.38155, 0.50720], [3.60630, 2.90986, -1.50968], [2.88834, 4.76769, -2.99220], [0.84229, 6.04226, -2.44922], [-1.04424, 6.43901, -1.20406], [-0.70088, 6.36332, 0.53376], [-1.68334, 5.11021, -0.21239], [-1.88472, 5.55361, 2.66884], [-1.74501, 7.31464, 2.79527], [-2.05204, 6.34596, 4.23692], [-0.06777, 8.02789, 4.71281], [0.49048, -0.51062, 1.61697], [1.22474, -0.38907, 2.50106], [2.10874, -0.30607, 3.59150], [3.46611, -0.68701, 3.42164], [4.57324, -0.99974, 3.29016], [1.64015, 0.06204, 4.88281], [1.28291, 0.33537, 5.94862]],
  "lowdin_spin": [0.60, 0.00, 0.00, 0.00, 0.00, 0.00, 0.00, 0.00, 0.00, 0.02, 0.00, 0.02, 0.01, 0.00, 0.00, 0.00, 0.00, 0.00, 0.00, 0.00, 0.00, 0.00, 0.00, 0.00, 0.00, 0.00, 0.00, 0.00, 0.00, 0.00, 0.00, 0.00, 0.00, 0.00, 0.00, 0.00, 0.00, 0.00, 0.00, 0.00, 0.00, 0.01, 0.02, 0.20, 0.02, 0.05, 0.00, 0.00, 0.00, 0.00, 0.00, 0.00, 0.00, 0.00, 0.00, 0.00, 0.00, 0.00, 0.00, 0.00, 0.00, 0.00, 0.00, 0.00, 0.00, 0.00, 0.00, 0.00, 0.00, 0.00, 0.00, 0.00, 0.00, 0.00, 0.00, 0.00, 0.00, 0.00, 0.00, 0.00, 0.00, 0.00, 0.00, 0.00, 0.00, 0.03, 0.00, 0.00, 0.00, 0.00, 0.00, 0.00]
}